[1]
52
Properties=species:S:1:pos:R:3:forces:R:3:mulliken_spin:R:1 method="wB97M-V/def2-TZVPD" e_tot_ev=-49294.000 charge=+2 multiplicity=4
C 2.19901 0.18848 -2.18460 -0.2 -0.1 0.2 0.00
H 2.53088 -0.63269 -2.83551 0.2 0.3 0.3 0.00
H 2.58922 1.14219 -2.57379 -0.2 -0.4 0.1 0.00
H 1.11982 0.20416 -2.30962 -0.5 0.1 0.1 0.00
C 2.69961 0.00015 -0.73195 0.5 0.1 -0.4 0.00
H 2.24606 0.72796 -0.01476 0.4 0.4 -0.4 0.00
H 2.50868 -1.00574 -0.30425 0.2 -0.1 -0.4 0.00
C 4.20163 0.35228 -0.75192 0.3 0.0 0.4 0.00
H 4.73200 0.08211 0.17759 -0.3 0.2 -0.4 0.00
H 4.72065 -0.11234 -1.60565 -0.4 -0.1 0.4 0.00
H 4.29205 1.43592 -0.91545 0.0 -0.3 0.2 0.00
C -1.27139 1.37650 1.81773 0.3 0.8 -0.4 -0.01
C 0.04084 1.87230 2.15575 -0.6 0.3 -1.2 0.00
C 0.59943 2.47124 0.97792 -0.9 -0.2 0.1 0.01
C -0.35171 2.32021 -0.08819 -0.3 0.6 1.3 -0.01
C -1.51156 1.66609 0.43490 0.3 0.9 0.8 -0.02
C -2.82527 1.61681 -0.25083 -0.5 -0.5 -0.3 0.00
C -0.32525 3.09916 -1.34781 0.2 -0.1 -0.9 0.00
C 1.90123 3.17985 0.83628 0.7 0.1 0.0 0.00
C 0.78495 1.51849 3.38845 0.3 0.1 0.5 0.00
C -2.22697 0.68261 2.72421 -0.3 -0.3 0.3 0.00
Er 0.29040 0.04188 0.63596 1.0 -0.7 -0.6 3.04
H -0.98783 2.66152 -2.10208 0.1 0.2 0.1 0.00
H -0.65668 4.13350 -1.17061 0.1 -0.3 0.0 0.00
H 0.67676 3.13695 -1.78780 -0.1 0.1 0.1 0.00
H -2.70669 1.70354 -1.32931 -0.1 0.0 0.0 0.00
H -3.35168 0.67689 -0.05318 -0.1 0.2 0.0 0.00
H -3.47649 2.43914 0.07065 0.2 -0.1 0.0 0.00
H -1.70899 0.07059 3.47536 -0.2 0.1 0.0 0.00
H -2.86638 1.39349 3.26810 0.2 -0.1 -0.1 0.00
H -2.89767 0.03052 2.15381 0.1 0.1 0.2 0.00
H 1.86623 1.61885 3.25234 -0.1 0.0 0.1 0.00
H 0.50559 2.17490 4.22210 0.1 -0.2 0.0 0.00
H 0.57014 0.48840 3.71260 0.0 0.1 0.1 0.00
H 2.33365 3.04339 -0.16447 -0.2 0.1 0.2 0.00
H 1.78462 4.26438 0.98231 0.0 -0.3 0.0 0.00
H 2.65216 2.82048 1.55286 -0.2 0.2 -0.1 0.00
C -1.87820 -4.75583 -1.47679 0.5 -0.5 0.1 0.00
N -1.65571 -3.32463 -1.21269 0.6 0.0 1.1 0.00
C -2.53624 -2.36572 -1.85283 -0.4 0.5 -0.3 0.00
C -0.81303 -2.90570 -0.29729 -0.1 -0.1 -0.4 0.00
C 0.08311 -3.85828 0.44333 0.1 -0.3 0.1 0.00
O -0.71775 -1.63778 -0.06962 -0.1 -1.1 -0.1 0.00
H -2.69011 -4.80384 -2.18728 -0.1 -0.3 0.0 0.00
H -2.14650 -5.28593 -0.54848 -0.1 0.2 -0.5 0.00
H -0.97532 -5.22958 -1.90993 -0.5 0.3 0.2 0.00
H -3.19317 -1.86624 -1.12840 0.3 -0.1 -0.1 0.00
H -1.98118 -1.61409 -2.42414 0.0 -0.2 0.2 0.00
H -3.14824 -2.93085 -2.53473 -0.3 0.1 -0.3 0.00
H 1.11876 -3.75626 0.05626 -0.5 -0.1 0.2 0.00
H 0.10172 -3.65250 1.53269 -0.1 0.0 -0.6 0.00
H -0.24920 -4.89689 0.29274 0.4 0.5 0.2 0.00

---

[2]
15
Properties=species:S:1:pos:R:3:forces:R:3:mulliken_charge:R:1 method="wB97M-V/def2-TZVPD" smiles=O[C@@]12CCO[C@H]1C2 relative_energy_kj_mol=580.1 multiplicity=1
O 0.63749 -0.96888 -1.47741 -1.2 0.8 1.9 -0.61
C -0.30772 -0.01204 -0.81766 0.2 -1.3 -0.7 0.80
C -0.98001 -0.65034 0.33658 -1.5 0.1 1.8 -0.78
C 0.24165 -0.64047 1.47571 -1.5 -1.0 0.0 -0.39
O 1.34143 -0.06578 0.74495 1.2 0.3 0.5 -0.47
C 0.62674 0.78763 -0.09422 -0.2 4.7 0.5 -0.42
C 0.04045 1.31501 -1.46140 -0.9 -0.4 0.0 -0.50
H 1.20514 -0.95924 -0.65727 0.6 -1.3 -1.5 0.40
H -1.33019 -1.63327 0.07658 0.0 -0.6 0.2 0.31
H -1.88007 -0.10045 0.74049 1.1 -0.3 -0.5 0.26
H 0.61246 -1.63735 1.72277 -0.4 0.0 0.1 0.33
H -0.10151 -0.15067 2.47951 0.9 -0.2 -2.0 0.28
H 0.19862 1.56681 0.54937 -0.2 -0.5 0.2 0.26
H -0.70956 2.20881 -1.15705 2.3 -1.9 -1.5 0.22
H 0.40509 0.94025 -2.46094 -0.3 1.7 0.9 0.31

---

[3]
107
Properties=species:S:1:pos:R:3:forces:R:3:mulliken_spin:R:1 method="wB97M-V/def2-TZVPD" relative_energy_kj_mol=167.4 multiplicity=4
V 1.37969 0.54717 -1.04359 0.3 -0.5 -0.6 2.09
Cl 3.54547 -1.66415 -2.96048 0.1 0.2 0.0 0.00
C 3.90626 0.03992 -2.98420 0.0 -0.4 0.0 0.01
C 3.08367 0.88768 -2.25961 0.0 0.3 0.2 0.01
C 3.39758 2.22680 -2.36899 -0.1 0.5 0.1 -0.07
Cl 2.34274 3.36501 -1.51659 0.1 -0.2 -0.2 0.00
C 4.46287 2.74508 -3.09839 0.0 -0.1 0.0 -0.02
Cl 4.77460 4.43826 -3.16261 0.0 -0.1 0.0 0.00
C 5.28132 1.84708 -3.77931 -0.1 0.1 0.0 0.02
Cl 6.62960 2.42373 -4.67673 0.0 0.0 0.0 0.00
C 4.99435 0.48228 -3.72666 0.1 0.1 -0.1 -0.01
Cl 5.99555 -0.62919 -4.57805 0.0 0.0 0.0 0.00
C 2.67925 2.69563 1.74667 0.1 0.1 0.2 0.00
C 1.83336 1.44638 1.86431 0.0 -0.5 -0.5 -0.01
C 0.87686 1.50072 3.03471 0.0 0.1 0.2 0.01
O 1.11187 1.19298 0.65408 -0.4 0.6 0.1 0.06
H 3.13445 2.91715 2.71485 0.0 0.0 0.0 0.00
H 2.07411 3.55453 1.44796 -0.1 0.0 0.0 0.00
H 3.47494 2.58307 1.01383 0.0 -0.1 -0.1 0.00
H 2.49236 0.57767 2.00012 0.0 0.1 0.1 0.01
H 0.22866 0.62796 3.03453 0.0 -0.1 0.0 0.00
H 0.26257 2.40461 3.02315 0.0 0.0 0.0 0.00
H 1.43714 1.49623 3.97131 0.0 0.0 0.0 0.00
I -0.65241 2.43810 -3.68831 0.1 -0.1 0.1 0.01
C 0.22051 0.61059 -2.88656 -0.4 0.1 0.3 0.01
H 0.81122 0.26481 -3.73875 0.1 0.0 0.2 0.00
H -0.66820 -0.01653 -2.83513 0.0 -0.1 0.0 0.01
Cl -5.55858 -0.96666 -4.33333 0.0 0.0 0.0 0.00
C -4.31825 -1.34260 -3.18438 0.0 0.1 0.0 0.00
C -3.97547 -2.65726 -2.91543 0.0 0.0 0.0 0.00
C -2.96260 -2.88920 -2.00231 0.0 0.0 0.0 0.00
C -2.35394 -1.80235 -1.39243 0.0 -0.1 -0.1 0.02
N -2.69958 -0.54263 -1.64120 0.0 0.1 0.0 0.08
C -3.65781 -0.31318 -2.53411 0.0 -0.1 -0.1 -0.01
H -4.48537 -3.46599 -3.41970 0.0 0.0 0.0 0.00
H -2.63212 -3.89272 -1.77617 0.0 0.0 0.0 0.00
H -1.53509 -1.95256 -0.69911 0.0 0.0 0.0 0.00
H -3.91037 0.71837 -2.75329 0.0 0.0 0.0 0.00
C -1.62928 -3.26999 1.52831 -0.1 0.1 0.0 0.00
Ge 0.31498 -2.99432 1.75526 0.0 0.0 0.0 -0.03
C 0.50920 -2.19287 3.54000 0.0 0.1 0.1 0.00
C 0.81206 -4.87978 2.03352 0.0 -0.1 0.0 0.00
Ge 1.55760 -1.90740 -0.09337 0.0 -0.1 -0.1 -0.02
C 1.36969 -3.39797 -1.38744 0.0 -0.1 -0.1 -0.01
C 0.52889 -3.22663 -2.48772 0.0 0.0 0.0 0.02
C 0.31228 -4.24464 -3.40743 0.0 0.0 0.0 0.00
C 0.95249 -5.46405 -3.25478 0.0 -0.1 0.0 0.00
C 1.81371 -5.65060 -2.18189 0.0 0.0 -0.1 0.00
C 2.01379 -4.62951 -1.26344 0.0 0.0 0.1 -0.01
C 3.40421 -1.97780 0.65219 0.1 0.0 0.1 -0.05
C 4.22711 -0.85590 0.53160 0.0 0.0 0.0 0.04
C 5.51469 -0.82235 1.04919 0.0 0.0 0.0 0.00
C 6.02212 -1.92620 1.71601 0.0 0.0 0.0 0.00
C 5.22532 -3.05220 1.85897 0.0 0.0 0.0 0.00
C 3.93818 -3.06994 1.33979 0.0 0.0 0.0 0.00
H -1.97418 -3.83661 2.39539 0.0 0.0 0.0 0.00
H -1.82634 -3.87328 0.64182 0.0 0.0 0.0 0.00
H -2.23044 -2.36048 1.47274 0.0 0.0 0.0 0.00
H 0.42664 -2.98758 4.28242 0.0 0.0 0.0 0.00
H -0.27628 -1.46588 3.74643 0.0 0.1 0.0 0.00
H 1.47598 -1.70616 3.66643 0.0 0.0 0.0 0.00
H 0.13291 -5.24555 2.80632 0.0 -0.1 0.0 0.00
H 1.82688 -5.03207 2.39228 0.1 0.0 0.0 0.00
H 0.66186 -5.47645 1.13500 0.0 0.0 0.0 0.00
H 0.04595 -2.26903 -2.65045 0.0 0.0 0.0 0.02
H -0.34133 -4.07748 -4.25539 0.0 0.0 0.0 0.00
H 0.79471 -6.25757 -3.97395 0.0 0.0 0.0 0.00
H 2.33457 -6.59191 -2.06221 0.0 0.0 0.0 0.00
H 2.69990 -4.80276 -0.44389 0.0 0.0 0.0 0.00
H 3.87131 0.02353 0.00448 0.0 0.0 0.0 0.01
H 6.12334 0.06473 0.92408 0.0 0.0 0.0 0.00
H 7.02601 -1.90821 2.11830 0.0 0.0 0.0 0.00
H 5.60671 -3.92200 2.37915 0.0 0.0 0.0 0.00
H 3.35047 -3.96606 1.47682 -0.1 0.0 0.0 0.00
C -5.15226 -0.15479 0.51323 -0.1 0.0 -0.1 0.00
Si -4.14283 0.64161 1.85339 0.1 0.1 -0.1 0.03
C -4.74721 2.38424 2.13278 -0.1 0.1 0.0 0.02
C -4.21941 -0.34634 3.42492 -0.1 -0.1 0.1 0.00
C -2.31244 0.65593 1.38085 0.2 -0.2 0.1 0.12
Te -1.63967 1.86529 -0.17483 0.0 0.0 -0.3 0.48
C -1.44089 3.59878 1.00146 -0.1 0.0 0.1 0.11
Si -1.74908 5.25078 0.13046 0.0 -0.1 0.0 0.01
C -2.04033 6.49571 1.48193 0.0 0.1 0.1 0.00
C -3.25448 5.10020 -0.95645 -0.1 0.0 -0.1 0.04
C -0.25694 5.69389 -0.87837 0.1 0.1 0.0 0.00
H -6.16402 -0.32201 0.88874 0.0 0.0 0.0 0.00
H -4.74366 -1.11858 0.20576 0.0 0.0 0.0 0.00
H -5.23034 0.47448 -0.37603 0.0 0.0 0.0 0.00
H -5.81676 2.35783 2.35195 0.0 0.0 0.0 0.00
H -4.61895 3.01591 1.24928 0.0 0.0 0.0 0.00
H -4.25241 2.87123 2.97475 0.0 0.0 0.0 0.00
H -5.25404 -0.46488 3.75104 0.0 0.0 0.0 0.00
H -3.66712 0.13920 4.23071 0.0 0.0 0.0 0.00
H -3.79848 -1.34327 3.28268 0.0 0.0 0.0 0.00
H -2.01479 -0.35632 1.09259 0.0 0.1 0.1 -0.02
H -1.70950 0.95852 2.23878 0.0 -0.1 0.0 0.01
H -0.42994 3.56666 1.41027 0.0 0.0 0.0 0.02
H -2.15088 3.46484 1.82157 0.1 0.0 0.0 -0.02
H -2.94379 6.26865 2.04912 0.0 0.0 0.0 0.00
H -2.15054 7.49643 1.06247 0.0 0.1 0.0 0.00
H -1.19998 6.51850 2.17766 0.0 0.0 0.0 0.00
H -4.16491 4.93044 -0.37694 0.0 0.0 0.0 0.00
H -3.15340 4.29003 -1.68292 0.0 0.0 0.0 -0.01
H -3.39378 6.01876 -1.52931 0.0 0.0 0.0 0.00
H 0.66372 5.58210 -0.30238 0.0 0.0 0.0 0.00
H -0.32354 6.73933 -1.18650 0.0 0.0 -0.1 0.00
H -0.16430 5.08308 -1.77729 0.0 -0.1 0.0 0.00

---

[4]
14
Properties=species:S:1:pos:R:3:forces:R:3:mulliken_charge:R:1 method="wB97M-V/def2-TZVPD" smiles=C#C[C@H](O)CC relative_energy_kj_mol=257.7 multiplicity=1
C -1.60634 0.32744 -1.46672 1.0 0.8 -0.2 -0.06
C -0.50335 0.68484 -1.11529 -1.0 -0.7 0.1 -0.65
C 0.75802 0.78104 -0.35351 -0.4 0.2 -0.5 0.31
O 1.87726 0.62442 -1.22842 0.1 -0.1 0.1 -0.53
C 0.75675 -0.27290 0.79385 -0.2 -0.3 0.5 -0.41
C -0.65336 -0.79383 1.22498 0.8 -0.3 0.2 -1.06
H -2.58188 0.15406 -1.84732 -0.1 -0.1 -0.1 0.43
H 0.83724 1.80465 0.04503 -0.1 -0.3 0.1 0.19
H 1.55385 0.32555 -2.08683 0.1 0.0 0.2 0.34
H 1.38791 -1.10289 0.45388 -0.1 0.2 0.1 0.30
H 1.24024 0.20003 1.65269 0.1 -0.2 -0.1 0.26
H -1.32433 -0.02806 0.91569 -0.9 0.3 0.1 0.29
H -0.82015 -0.98168 2.30032 0.6 0.2 -0.4 0.33
H -0.92187 -1.72265 0.71165 0.1 0.3 -0.1 0.28

---

[5]
116
Properties=species:S:1:pos:R:3:forces:R:3:mulliken_charge:R:1 method="wB97M-V/def2-TZVPD" e_tot_ev=-86988.995 charge=+1 multiplicity=1
C -1.86123 -0.44652 -0.88244 0.1 0.1 0.0 0.46
C -0.71028 -0.46009 -0.55067 -0.2 -0.6 0.7 -0.86
N 0.42310 -0.60264 0.19106 -0.2 1.4 0.5 0.14
C 0.89285 0.16938 1.21200 1.1 -0.1 -0.7 0.13
P -0.09232 1.67305 1.72168 -1.2 0.9 0.7 0.46
O 0.18369 2.77146 0.52593 0.3 -1.3 0.4 -0.43
Cl 1.00625 2.42505 3.31420 0.3 -0.5 -0.9 -0.29
N 2.02149 -0.31350 1.67729 0.5 0.0 0.4 -0.21
C 2.32196 -1.46013 0.98661 -1.7 0.6 -0.5 0.54
N 3.32719 -2.25484 1.15593 1.5 0.1 1.0 0.56
N 3.52866 -3.42114 0.41188 -0.7 -0.2 -0.9 -0.76
C 4.31972 -1.90624 2.20646 0.2 0.1 0.7 -0.07
C 3.73872 -1.89327 3.63215 -0.3 1.1 -0.5 -1.42
N 1.33483 -1.61770 0.04112 -0.3 -1.8 -1.3 0.16
C 1.11021 -2.53212 -0.95401 0.8 0.3 0.1 -0.50
C 1.07791 -3.21603 -1.93607 -0.1 0.0 0.2 -0.03
H -2.90342 -0.43413 -1.11025 0.1 0.2 -0.4 0.42
H 0.65621 2.35476 -0.20772 0.2 0.5 -0.2 0.35
H 4.42525 -3.83928 0.63587 0.0 0.1 0.4 0.28
H 3.54068 -3.18326 -0.57591 0.2 0.0 0.0 0.23
H 5.15900 -2.59875 2.19673 -0.3 -0.3 -0.6 0.49
H 4.72852 -0.93680 1.90550 0.0 0.0 0.3 -0.35
H 3.41864 -0.86935 3.84027 -0.1 -0.2 0.2 0.38
H 4.48413 -2.13012 4.38594 -0.1 -0.2 -0.1 0.44
H 2.84619 -2.51495 3.72100 0.3 -0.3 0.0 0.31
H 1.06402 -3.84041 -2.80048 -0.1 0.0 0.0 0.50
C -3.25699 1.50752 -4.01614 0.0 0.3 0.3 -0.54
O -3.62898 1.76250 -2.65452 0.1 -0.3 0.1 -0.37
H -3.48558 0.47342 -4.25378 -0.1 0.0 0.0 0.29
H -3.81885 2.15576 -4.68513 0.1 -0.1 -0.1 0.10
H -2.18544 1.67918 -4.14749 0.0 0.0 -0.2 0.32
H -3.41839 2.68212 -2.47403 -0.1 0.0 0.1 0.20
C -4.68806 1.56072 -7.74470 0.6 -0.1 0.0 -0.56
O -3.63426 1.06428 -6.90503 0.0 0.1 0.0 -0.48
H -5.52483 1.83825 -7.11597 0.0 -0.1 0.1 0.18
H -4.34520 2.44019 -8.29670 -0.1 0.0 0.0 0.31
H -5.00724 0.79231 -8.44299 -0.1 0.1 0.0 0.30
H -2.90031 0.82065 -7.47385 0.0 0.0 0.0 0.26
C -8.18563 2.57628 -9.08869 0.0 -0.3 0.0 -0.42
O -7.29860 1.50919 -8.73929 -0.3 0.2 -0.1 -0.46
H -7.60596 3.49176 -9.15681 0.0 0.0 0.0 0.05
H -8.65599 2.38033 -10.05412 0.0 0.1 0.0 0.29
H -8.95532 2.69826 -8.32339 0.0 0.1 -0.1 0.30
H -7.82374 0.70658 -8.68231 0.0 0.0 0.0 0.26
C -5.52006 0.97140 0.88223 0.1 -0.1 -0.4 -0.46
O -6.20496 0.40426 -0.23438 0.0 -0.2 0.3 -0.52
H -6.24917 1.18920 1.65740 -0.1 0.0 0.0 0.29
H -4.78134 0.26239 1.27000 0.0 0.1 0.2 0.16
H -5.02392 1.89927 0.58615 0.0 0.0 0.1 0.23
H -5.55568 0.22360 -0.91929 -0.1 0.2 -0.2 0.31
C 0.05084 3.57108 7.08984 0.0 -0.1 -0.3 -0.47
O -0.76597 3.02963 6.05594 0.0 0.0 0.1 -0.41
H -0.59255 3.82231 7.92862 0.0 0.0 0.0 0.22
H 0.79347 2.83886 7.41940 0.0 0.1 0.1 0.21
H 0.55728 4.47758 6.74770 0.0 0.0 0.1 0.25
H -0.19414 2.80863 5.31558 -0.1 0.0 0.1 0.24
C 5.62136 -1.27969 7.54268 -0.2 0.2 0.1 -0.35
O 4.57418 -1.06868 6.58811 0.2 -0.1 -0.1 -0.44
H 6.26784 -2.06957 7.16778 0.0 0.0 -0.1 0.22
H 6.20624 -0.36466 7.66572 0.1 -0.1 0.0 0.28
H 5.20215 -1.58212 8.50308 0.1 -0.1 0.0 0.06
H 4.01140 -0.37070 6.93072 -0.1 0.0 0.0 0.26
C -5.69142 -2.80518 2.11070 -0.2 0.2 -0.4 -0.43
O -6.33727 -3.04987 0.86710 0.2 -0.1 0.0 -0.51
H -5.63516 -3.74383 2.65587 0.0 0.0 0.0 0.26
H -4.67773 -2.42646 1.94034 0.0 0.0 0.2 0.13
H -6.26679 -2.08260 2.69539 0.1 0.0 0.2 0.24
H -6.38702 -2.21161 0.39522 -0.1 0.0 0.0 0.31
C 1.76550 -6.68783 -1.27768 0.0 0.3 0.1 -0.50
O 1.42383 -6.29446 0.05206 0.2 0.0 -0.1 -0.55
H 1.63843 -7.76328 -1.35647 0.0 0.0 0.1 0.28
H 1.10812 -6.19866 -2.00059 0.0 -0.1 -0.1 0.20
H 2.80769 -6.43558 -1.49727 0.0 -0.1 -0.1 0.28
H 1.53454 -5.33806 0.11082 -0.1 0.0 0.0 0.26
C 3.38079 -3.26033 11.14044 0.0 0.3 0.0 -0.51
O 3.98636 -2.16208 10.45933 0.0 -0.1 0.0 -0.49
H 3.83711 -4.17560 10.77327 0.0 0.0 0.0 0.22
H 3.54897 -3.18436 12.21688 0.0 -0.1 0.0 0.24
H 2.30696 -3.29157 10.94138 0.0 -0.1 0.0 0.25
H 3.57808 -1.35855 10.79087 0.0 0.1 0.0 0.28
C 5.95962 1.03098 -0.19696 -0.1 -0.3 0.1 -0.86
O 4.61756 1.13004 -0.69037 0.0 0.2 -0.1 -0.63
H 6.56502 1.78083 -0.69744 -0.1 0.0 0.0 0.50
H 5.97247 1.21831 0.88129 0.2 0.0 0.0 0.37
H 6.36508 0.03830 -0.40465 0.1 0.0 0.1 0.26
H 4.09712 0.46444 -0.23498 0.0 0.0 0.1 0.35
C 7.82190 -1.77747 1.41257 0.2 -0.1 -0.4 -0.52
O 7.10746 -2.40954 0.34729 -0.3 0.1 0.2 -0.45
H 7.12769 -1.58629 2.22654 0.0 0.0 0.0 0.17
H 8.62221 -2.42988 1.76525 0.0 0.1 0.1 0.32
H 8.24183 -0.82966 1.06887 0.0 0.0 0.2 0.28
H 7.73071 -2.57279 -0.36559 0.0 -0.1 0.0 0.27
C -8.26395 6.98843 -9.14595 0.2 -0.2 -0.1 -0.47
O -8.21928 5.96335 -10.13675 -0.1 0.0 0.1 -0.49
H -9.30520 7.25717 -8.98951 0.0 0.0 0.0 0.22
H -7.84183 6.63272 -8.20219 0.0 0.1 0.1 0.20
H -7.71457 7.87170 -9.48065 0.0 0.1 0.1 0.26
H -7.29632 5.73453 -10.26964 0.0 0.0 -0.1 0.29
C -4.93897 5.27638 -3.65296 -0.1 -0.4 -0.3 -0.44
O -5.65883 5.14604 -4.87270 0.1 0.2 0.1 -0.48
H -4.94579 6.32330 -3.36232 0.0 0.0 -0.1 0.29
H -5.41771 4.68229 -2.86874 0.1 0.1 0.1 0.21
H -3.90222 4.94928 -3.79160 0.0 0.1 0.2 0.17
H -5.64904 4.21844 -5.12192 -0.1 0.0 -0.1 0.27
C 4.65789 5.08356 -0.32158 0.0 -0.3 0.1 -0.53
O 5.62585 4.10576 0.04489 0.0 0.1 0.0 -0.48
H 5.17211 6.03065 -0.46058 0.0 0.0 0.0 0.24
H 4.16511 4.80486 -1.25714 0.0 0.1 0.0 0.24
H 3.90792 5.19852 0.46604 0.0 0.1 -0.1 0.24
H 5.15988 3.27430 0.16581 -0.1 0.0 -0.1 0.28
C 3.39512 -7.01099 2.72647 0.0 0.1 -0.2 -0.67
O 3.83269 -6.08021 1.73889 0.2 0.2 0.1 -0.46
H 4.10125 -6.98289 3.55262 0.0 0.0 0.0 0.25
H 2.40253 -6.74113 3.09404 0.0 -0.1 0.1 0.27
H 3.36753 -8.02179 2.31496 0.0 0.0 0.1 0.28
H 3.19660 -6.11620 1.01465 -0.2 -0.2 0.1 0.31